(1)
Entry from OMol25: the ion C2H7BrN3 with charge +1 at a distorted geometry (ωB97M-V/def2-TZVPD).

**HOMO-LUMO gap**: 9.70 eV
**Charge**: +1
**LUMO energy**: -4.315 eV
**SMILES**: [H]/N=C(/CBr)N[NH3+]
**Highest occupied orbital energy**: -14.012 eV

Structure (XYZ):
```
13
Properties=species:S:1:pos:R:3:mulliken_charge:R:1
N -0.76712 0.42519 -0.51889 -0.31
C -0.32836 -0.80845 0.03706 0.23
H -1.49612 1.73421 0.79668 0.38
N -0.95387 -1.65132 0.68015 -0.43
H -0.70287 2.49810 -0.30452 0.38
C 1.33677 -1.24494 -0.48614 -0.55
H 1.49318 -1.29189 -1.57474 0.41
N -0.63045 1.61864 0.27920 -0.28
H -0.33162 0.51358 -1.37026 0.31
H 0.21734 1.74243 0.96982 0.38
Br 2.60786 0.16714 0.19771 -0.13
H -1.85104 -1.51967 1.06441 0.27
H 1.40630 -2.18304 0.22951 0.34
```



(2)
Entry from OMol25: a cluster of 2 separate species, C6H15N3O in total (ωB97M-V/def2-TZVPD).

**HOMO-LUMO gap**: 8.41 eV
**Charge**: 0
**LUMO energy**: 0.536 eV
**SMILES**: CC(C)=C(N)N.CC(N)=O
**Highest occupied orbital energy**: -7.874 eV

Structure (XYZ):
```
25
Properties=species:S:1:pos:R:3:mulliken_charge:R:1
N -0.83288 -1.42807 -0.99970 -0.50
C 2.63646 -1.18775 -0.81900 -0.74
H -3.08730 1.83315 -1.03038 0.43
O 4.09844 0.63720 -0.23760 -0.65
N -0.39254 -0.97210 1.25679 -0.66
H -0.62288 1.66937 1.59150 0.30
H -2.72718 0.32145 -1.85301 0.43
H -1.29284 -1.13827 -1.84884 0.17
H 3.24510 -1.27030 -1.71424 0.31
H -1.91195 2.59370 0.82640 0.42
C -1.61580 1.60007 1.14950 -1.62
C -1.62445 0.65260 -0.02181 0.94
H 2.77585 -2.08173 -0.21465 0.24
H -0.86798 -0.66263 2.09307 0.18
H -0.23506 -1.97140 1.27301 0.21
H 1.58615 -1.10647 -1.08672 0.17
H 1.34094 -0.12389 1.10655 0.30
H 2.44856 1.14797 1.54435 0.20
H -1.02550 -2.39798 -0.78420 0.20
H -2.31298 1.28064 1.92889 0.35
C -1.03320 -0.54590 0.07024 0.34
N 2.24087 0.33116 0.99424 -0.30
C 3.07740 0.02041 -0.01962 0.60
H -1.57895 1.66049 -1.92470 0.27
C -2.28826 1.13828 -1.28005 -1.61
```



(3)
Entry from OMol25: a structure of composition C28H29LiN3O4Se2 (ωB97M-V/def2-TZVPD).

**HOMO-LUMO gap**: 4.98 eV
**Charge**: -1
**LUMO energy**: 2.220 eV
**Highest occupied orbital energy**: -2.758 eV

Structure (XYZ):
```
67
Properties=species:S:1:pos:R:3:mulliken_charge:R:1
C -2.98001 -4.43309 -1.29625 -0.40
C 1.62605 -2.20097 2.30331 -1.21
C -2.65767 -5.04091 -2.49908 -0.61
C -2.33897 -2.30437 -2.18865 0.04
C 1.62564 1.69135 -2.13859 0.17
H 3.36617 -1.79113 4.33105 0.38
H -2.18876 -1.24139 -2.05349 0.30
H 3.83015 0.56451 -0.43300 0.28
H 4.79194 -0.84022 2.50328 0.31
H -1.61281 -2.31455 -4.20353 0.36
C 2.23174 2.44876 -1.14444 -0.32
C -2.17117 -4.27975 -3.55340 -0.36
H -2.75054 4.81867 1.10262 0.50
H -1.90179 -4.75444 -4.48859 0.38
H -3.32573 -5.03485 -0.46286 0.39
N -2.34422 1.53858 0.57052 0.15
O 4.03320 -2.25232 3.81126 -0.58
C -4.75383 -2.29250 0.36438 -0.47
H -5.63174 1.61333 1.20595 0.49
O 3.99903 0.01139 0.33465 -0.66
C -0.64379 3.11891 0.45104 -0.27
C 2.81772 -0.77202 0.57689 -0.79
C 3.63765 1.76865 -3.46057 -0.46
H 5.28185 2.83814 -2.58400 0.37
H 2.08534 2.53482 0.99189 -0.29
C -2.06394 2.82679 0.68629 0.20
H 3.03962 0.97859 2.41164 0.30
O -4.96556 -0.88488 0.64927 -0.49
H 2.86022 -1.69876 -0.00235 0.45
H -5.14615 -2.86447 1.20293 0.31
C -4.62952 1.99264 1.06674 -0.86
H -5.10291 4.04831 1.46330 0.42
H -2.75939 -3.00730 0.99087 0.43
Se 0.58100 0.87004 3.07016 -0.44
C -2.01161 -2.91197 -3.39294 -0.68
H 4.18502 1.49353 -4.35304 0.38
H 1.84791 0.74345 -4.04598 0.39
C -3.59217 1.12969 0.74599 0.12
C 4.25137 2.52612 -2.47029 -0.50
C 4.05370 -1.64792 2.51605 -0.97
C 2.32738 1.35028 -3.28828 -0.80
H -5.30545 -2.53718 -0.54333 0.31
H 4.04664 3.41586 -0.53125 0.33
C -2.82861 -3.05993 -1.13231 0.01
N -2.73830 -1.05828 0.31567 0.39
C 3.55289 2.85881 -1.31996 -0.15
C 1.50661 2.84559 0.11596 0.28
H 1.16258 -2.01122 3.27199 0.36
H 2.13273 -3.16379 2.35733 0.42
C -3.02591 3.77811 1.00848 -0.85
Li -0.55038 -0.03775 0.70627 0.42
N 0.20263 2.20386 0.25473 0.70
H 4.38952 -2.42340 1.82121 0.46
C 2.68807 -1.09938 2.06185 1.79
H -2.76594 -6.11295 -2.60711 0.35
H 1.70845 4.86787 0.99803 0.35
H 1.92851 -0.22430 0.25351 0.17
Se 0.11863 -2.42412 1.04563 -0.64
H 1.34920 4.87326 -0.75244 0.31
H 0.60960 1.34745 -1.99650 0.45
H 2.81752 0.07633 3.88220 0.35
C 2.42915 0.19426 2.86602 -1.26
C 1.18123 4.35796 0.19468 -0.47
O -0.23175 4.41048 0.49394 -0.50
C -3.73477 -0.32732 0.55765 0.04
C -3.21741 -2.42999 0.18352 -0.21
C -4.32589 3.34104 1.20349 -0.34
```



(4)
Entry from OMol25: an isolated molecule of C11H12BrOP at a distorted geometry (ωB97M-V/def2-TZVPD).

**HOMO-LUMO gap (spin up / spin down)**: 6.80 / 7.61 eV
**Charge**: 0
**LUMO energy (spin up / spin down)**: -0.632 / -0.615 eV
**Highest occupied orbital energy (spin up / spin down)**: -7.432 / -8.228 eV

Structure (XYZ):
```
26
Properties=species:S:1:pos:R:3:mulliken_charge:R:1
Br 3.93229 1.00545 -0.18294 -0.11
C 2.40947 -1.44738 -0.12740 1.02
C 1.05526 -2.04519 -0.31139 -0.64
H -1.52245 2.79107 -1.70741 0.45
H 0.43093 -1.98488 0.69310 0.17
H -1.17970 -0.30117 1.13853 0.34
H 4.19393 -1.99407 1.09299 0.38
C 2.56625 -0.15979 -0.27707 -0.54
C -1.77475 2.49244 -0.70369 -0.47
H -2.62993 0.85583 2.66185 0.40
P -0.15643 0.34450 -1.42867 0.78
C -0.04447 -1.49884 -1.32183 -0.97
H 0.05718 -1.69971 -2.32681 0.50
C 3.44302 -2.46340 0.42539 -1.38
C -1.33110 1.21530 -0.31902 0.41
H 3.89522 -3.10136 -0.24091 0.35
C -2.47711 1.40230 1.78345 -0.33
H 1.11119 -3.10127 -0.57036 0.38
H 2.97873 -3.07451 1.17176 0.38
C -3.01057 2.66471 1.37012 -0.63
H -3.44294 3.20143 2.22961 0.30
C -2.57401 3.24157 0.20470 -0.41
H -1.12451 -1.81206 -1.07019 0.41
O -0.16818 0.74520 -2.85887 -0.66
H -3.01976 4.09053 -0.26358 0.35
C -1.61755 0.63330 0.93864 -0.48
```



(5)
Entry from OMol25: a cluster of 3 separate species, C21H31NO8S in total at a distorted geometry (ωB97M-V/def2-TZVPD).

**HOMO-LUMO gap**: 8.74 eV
**Charge**: 0
**LUMO energy**: -0.152 eV
**SMILES**: CCOCCOCc1ccc(S)c2c1C(=O)NC2=O.CCOC(C)=O.CCOC(C)=O
**Highest occupied orbital energy**: -8.896 eV

Structure (XYZ):
```
62
Properties=species:S:1:pos:R:3:mulliken_charge:R:1
O -3.21993 0.76903 -1.75458 -0.57
C 2.48923 -0.58129 -1.25237 -0.93
H -2.35179 1.46676 2.03436 0.39
H -0.03859 -1.11669 6.98334 0.31
H 3.07737 -1.39998 -1.65174 0.51
C -0.42403 -0.58848 6.11222 -1.28
H 1.64675 0.86220 0.55492 0.44
H -0.83582 -3.01299 -1.46343 0.20
C -1.26425 2.94349 0.92036 -1.35
H -0.11052 0.41407 -1.30079 0.44
H 3.19506 0.16055 -0.87251 0.40
H 0.12287 -1.01989 2.26363 0.14
H -3.84766 -2.86895 -0.86908 0.47
N 3.83279 0.43873 -5.43476 -0.39
H -3.38674 -1.24822 -3.76387 0.27
O 2.24619 0.91145 -7.06630 -0.48
H -1.33735 1.34522 -3.18660 0.77
H 1.78432 0.58821 7.33487 0.28
H -2.08281 -3.13624 -2.69818 0.27
O -2.66449 -1.15331 -0.88313 -0.34
C -1.86421 -3.32566 -1.64664 -0.92
C 3.62622 -0.21129 -4.16342 0.11
C 2.35848 1.16325 6.60807 -1.15
H 4.29350 1.31896 -5.20759 0.33
O 1.65109 -1.06770 -0.23511 -0.34
C 2.49677 0.74631 -5.92471 0.03
O -0.38280 0.93177 1.94578 -0.37
H -2.55472 -2.76877 0.30570 0.38
C -0.31434 1.03120 -3.32062 -0.71
H 3.32690 0.67584 6.49654 0.31
H -1.41335 -0.97285 5.87874 0.32
H 2.51477 2.16474 7.00935 0.38
O 4.38474 -0.98116 -3.66913 -0.51
H -0.18865 3.04795 0.81002 0.32
O 0.33940 -1.85165 4.24970 -0.61
H 0.68852 1.74006 5.33488 0.33
C -3.31829 -0.42902 -1.80589 0.93
H -4.89192 -0.49126 -3.21993 0.36
C 1.65339 1.23643 5.26942 -0.34
C -2.80724 -2.57037 -0.73448 -0.57
H -0.52512 0.46776 6.34884 0.40
C 1.58764 0.73532 -4.73940 0.08
H -1.71792 1.06642 -5.86738 0.15
S -0.64398 1.86101 -5.93864 -0.29
O 1.50819 -0.05307 4.67016 -0.28
C 0.06238 -0.31456 1.44032 0.79
C 1.71031 0.03750 -2.39834 0.29
H -1.68375 3.16087 -0.05739 0.35
H -0.60366 -0.74850 0.69550 -0.61
H -1.80765 0.93811 0.42247 -0.41
H 2.18989 -0.42264 1.63355 0.24
H -1.94173 -4.39796 -1.46747 0.41
H -4.46891 -2.09627 -2.64247 0.39
C 2.26793 0.18262 -3.66339 0.48
C -1.53307 1.48439 1.31700 0.61
C 0.27248 1.15905 -4.58100 -0.13
C 1.46524 -0.16813 0.85882 -0.67
C 0.39500 0.48989 -2.24996 0.04
H 2.25486 1.80580 4.56322 0.39
C 0.47869 -0.87500 4.93569 0.98
C -4.06297 -1.12624 -2.91816 -1.35
H -1.63272 3.65315 1.65099 0.33
```



(6)
Entry from OMol25: a structure of composition C41H37F5MoP2 at a distorted geometry (ωB97M-V/def2-TZVPD).

**HOMO-LUMO gap (spin up / spin down)**: 5.53 / 5.79 eV
**Charge**: +2
**LUMO energy (spin up / spin down)**: -7.440 / -7.693 eV
**Multiplicity**: 3
**Highest occupied orbital energy (spin up / spin down)**: -12.967 / -13.487 eV

Structure (XYZ):
```
86
Properties=species:S:1:pos:R:3:mulliken_charge:R:1
H -3.22290 -3.69846 -6.88178 0.42
H 2.57948 5.08128 -0.63821 0.46
C -0.21336 0.70620 -4.35166 -0.88
C 0.40923 -1.63533 6.68695 0.82
C 2.29235 0.24821 -6.41024 -0.36
C -2.90298 -3.14358 -0.38611 -0.92
H -0.19882 2.74583 -2.98399 0.40
H 2.75391 0.90496 3.46635 0.35
C -1.56872 -1.32061 0.47795 -0.05
H 4.23861 3.21992 -0.74953 0.49
H 1.79208 -0.71756 -6.30425 0.39
C 0.88169 -0.84722 8.91882 0.68
C 0.77502 2.87218 -2.50963 -0.18
P -0.30304 -1.75046 -3.33485 0.53
C 3.26793 3.13158 -1.24570 -0.71
C 1.08178 4.03166 -1.79311 -0.76
H -2.17862 -0.12488 -3.75369 0.68
H 0.33823 4.82438 -1.72328 0.44
H 2.69516 -0.57488 4.49430 0.39
C -0.45081 1.80682 2.99899 -0.73
H 0.32195 -5.98305 -5.91360 0.38
P 1.51104 0.47333 -3.79444 0.31
C 2.33313 4.16980 -1.17883 -0.51
H -0.23278 -0.36810 -0.92260 0.33
C -1.27890 -2.05469 -1.80913 0.60
Mo 0.09150 0.04397 4.02727 -0.25
C 2.18350 -0.01051 3.69165 -1.16
H -2.58409 -3.64814 -2.47504 0.42
H -1.94132 0.93540 6.91518 0.45
C -1.68661 1.63209 2.16836 -1.16
C -1.52033 -4.97315 -6.46426 -0.43
H 2.64631 -0.00022 -8.52611 0.38
C -2.00047 -0.23934 5.13161 -0.26
C -2.28257 -3.02214 -1.63499 -0.53
C -1.81867 2.29928 5.18525 -1.17
H -1.84561 -5.77281 -7.14008 0.39
H -3.15758 0.02019 1.99493 0.39
C -1.09444 -0.23014 -3.89316 -0.40
C 3.64906 2.68955 -6.66190 -0.56
H -0.43419 1.55326 -5.00723 0.75
H 0.42055 2.22028 2.49388 0.77
F 1.22003 1.92825 6.62656 -0.39
C -0.95373 -1.17405 -0.75910 -0.73
C 0.92870 0.65392 7.02728 0.23
F 0.36141 -3.11911 8.58138 -0.26
F 0.04593 -2.68536 5.88911 -0.38
C 2.97094 1.96528 -1.95198 -0.47
H -2.59704 2.72724 4.53267 0.35
H -2.97561 -2.44814 1.66616 0.31
H 3.87480 2.17152 -8.75316 0.38
H -3.42576 1.11747 6.06642 0.52
F 1.27309 1.46545 9.24548 -0.27
H 0.29175 2.71330 4.80204 0.72
C 1.74865 1.87541 -2.65196 0.56
H -2.17079 2.61364 2.06662 0.45
C -0.32185 -5.10791 -5.75062 -0.58
H -3.69098 -3.88036 -0.23621 0.40
C 0.55861 -1.88857 8.05964 0.30
C -1.86304 -2.77753 -5.47289 -0.07
C 0.05642 -4.13027 -4.82106 -0.51
H 2.14588 -0.63008 2.77274 0.38
C 0.58780 -0.35644 6.12272 -0.32
H -3.52265 1.16242 3.27686 0.50
H -1.96205 -1.39382 3.35115 0.40
C -2.34349 1.01674 5.88605 -1.09
F 1.05813 -1.07454 10.23065 -0.25
C -2.29072 -3.80826 -6.32587 -0.67
C -2.05099 -0.37113 3.73109 -0.13
C 1.03513 0.43906 8.41109 0.23
C -2.69643 0.62249 2.79176 -0.97
C 2.78945 0.64443 -7.65283 -0.62
C -2.52557 -2.32124 0.68281 -0.72
C 2.40797 1.10386 -5.29512 0.45
H 0.97377 -4.23827 -4.23989 0.40
H -1.28223 -0.64636 1.28191 0.52
H -2.38392 -1.82179 -5.45678 0.39
H -1.43396 1.29822 1.15894 0.42
H 4.18651 3.63791 -6.76087 0.39
C -0.76679 -2.99396 -4.62193 0.48
C -0.51870 2.09654 4.40899 0.36
C 3.47088 1.86670 -7.78255 -0.47
H -1.63318 3.06354 5.96636 0.42
H 3.29517 2.94517 -4.54443 0.30
H 3.67085 1.13053 -1.99197 0.44
C 3.13578 2.30365 -5.41267 -0.36
H -2.02388 -1.19047 5.68133 0.77
```



no.,molecular weight (g mol⁻¹)
1,153.003
2,145.206
3,636.418
4,271.094
5,457.545
6,782.625